Entry from the Open Molecules 2025 dataset: C8H11N5 as an isolated structure (ωB97M-V/def2-TZVPD).

Geometry (Å):
1 C -2.71 -1.07 -0.20
2 C -2.22 -2.36 -0.19
3 C -1.85 0.01 -0.11
4 C -0.85 -2.56 -0.08
5 C -0.47 -0.17 0.02
6 C 0.01 -1.48 0.03
7 C 0.28 2.22 0.20
8 C 2.13 1.41 -0.27
9 N 0.40 0.91 0.10
10 N 1.58 2.62 -0.11
11 N 1.46 -1.78 0.17
12 N -0.70 3.02 0.53
13 N 2.99 0.58 -0.44
14 H -3.77 -0.89 -0.31
15 H -2.88 -3.21 -0.26
16 H -2.25 1.01 -0.19
17 H -0.45 -3.57 -0.10
18 H 2.02 3.53 -0.17
19 H 1.70 -2.57 -0.43
20 H 1.67 -2.06 1.13
21 H -1.60 2.68 0.84
22 H -0.55 4.03 0.58
23 H 2.06 -0.96 -0.09
24 H 3.98 0.67 -0.64

Energy relative to the best compared isomer or geometry (same formula, charge and spin)   0.0 kcal/mol
Total charge   +2
Kohn-Sham gap   0.3344 Eh

Entry from the Open Molecules 2025 dataset: an isolated molecule of C8H11N5O (ωB97M-V/def2-TZVPD).

Geometry (Å):
1 C -1.81 -3.32 1.15
2 C -0.68 -3.14 0.43
3 C -0.57 -2.59 -0.94
4 N 0.35 -1.47 -0.89
5 C -0.07 -0.38 -0.25
6 N -1.34 -0.39 0.31
7 C -1.77 0.76 0.72
8 N -1.23 1.98 0.63
9 C 0.03 2.02 0.28
10 N 0.66 3.17 0.26
11 C 1.95 3.54 -0.19
12 C 0.66 0.87 -0.20
13 N 1.96 0.82 -0.75
14 O 2.61 -0.21 -0.87
15 H -1.93 -3.80 2.12
16 H -2.78 -2.98 0.76
17 H 0.28 -3.46 0.81
18 H -1.57 -2.16 -1.23
19 H -0.22 -3.41 -1.62
20 H 1.28 -1.36 -1.33
21 H -2.83 0.63 1.08
22 H 0.12 3.97 0.57
23 H 2.13 3.56 -1.29
24 H 2.66 2.84 0.28
25 H 2.13 4.52 0.16

Energy relative to the best compared isomer or geometry (same formula, charge and spin)   80.9 kcal/mol
Kohn-Sham gap   0.2957 Eh

Entry from the Open Molecules 2025 dataset: C8H11N7ReS2SbSe4 as an isolated structure (ωB97M-V/def2-TZVPD).

Geometry (Å):
1 Re 0.39 -1.19 -0.04
2 C 0.64 4.26 0.54
3 N 1.08 2.91 0.91
4 C 1.75 2.72 2.25
5 C 0.58 1.88 0.29
6 N 0.50 0.66 0.85
7 N -0.09 2.09 -0.85
8 C -0.86 1.20 -1.61
9 N -1.77 1.81 -2.37
10 N -0.77 -0.07 -1.39
11 H 1.07 4.93 1.21
12 H -0.43 4.40 0.65
13 H 1.04 4.53 -0.48
14 H 0.99 2.38 3.03
15 H 2.37 3.62 2.47
16 H 2.51 1.93 2.20
17 H 0.58 0.74 1.85
18 H -0.08 2.98 -1.34
19 H -1.87 2.81 -2.26
20 H -2.58 1.33 -2.69
21 H -1.53 -0.52 -1.91
22 S -0.09 -1.91 1.98
23 C -0.82 -3.33 1.24
24 S -0.94 -2.92 -0.53
25 C -1.03 -4.52 1.78
26 C -0.99 -4.67 3.18
27 N -0.85 -4.84 4.29
28 C -1.47 -5.69 1.06
29 N -1.84 -6.61 0.50
30 Se -2.15 -2.12 -4.04
31 Sb -0.25 -3.27 -4.73
32 Se 2.58 -2.05 -0.15
33 Se 2.24 -0.90 -2.09
34 Se 2.10 -2.57 -3.80

Total charge   +2
Kohn-Sham gap   0.2307 Eh

Entry from the Open Molecules 2025 dataset: a 2-piece molecular cluster, C8H11NO overall (ωB97M-V/def2-TZVPD).

Geometry (Å):
1 C -0.24 1.26 1.75
2 C 0.11 0.22 0.69
3 C -0.23 -1.14 1.14
4 N -0.41 -2.21 1.54
5 C -0.28 0.52 -0.79
6 C 0.91 1.51 -0.97
7 C 1.37 0.82 -2.26
8 C 0.90 -0.33 -1.36
9 C 1.46 0.36 -0.07
10 H 0.00 2.26 1.38
11 H -1.30 1.22 2.00
12 H 0.35 1.09 2.67
13 H -1.29 0.61 -1.20
14 H 0.91 2.58 -0.73
15 H 0.78 1.01 -3.16
16 H 2.45 0.86 -2.48
17 H 0.88 -1.41 -1.55
18 H 2.47 0.27 0.35
19 O -3.30 -3.29 1.11
20 H -2.46 -3.58 1.50
21 H -3.06 -2.65 0.43

Energy relative to the best compared isomer or geometry (same formula, charge and spin)   85.6 kcal/mol
Kohn-Sham gap   0.4255 Eh

F_max (eV/A)
2.8 4.7 3.2 1.5
E_tot (eV)
-15907.62848 -17969.12748 -310614.21953 -12008.68926